# 1
{"formula": "C6H15N5O", "method": "ωB97M-V/def2-TZVPD", "symbols": ["C", "C", "C", "C", "C", "C", "N", "N", "N", "N", "N", "O", "H", "H", "H", "H", "H", "H", "H", "H", "H", "H", "H", "H", "H", "H", "H"], "positions_angstrom": [[-0.0171, 1.5882, 0.0284], [-2.0528, 0.4062, 0.1056], [-0.0707, -1.1556, -0.0566], [0.1677, -1.8051, 1.2343], [0.4780, -1.8329, -1.2638], [2.9962, 0.5076, 0.3853], [-1.4075, -0.6856, -0.2763], [0.6482, 0.4249, -0.0705], [-1.3615, 1.5156, 0.3222], [0.4875, 2.7579, -0.3349], [-3.3910, 0.3719, 0.0562], [1.8823, 0.6271, -0.5458], [0.4919, -2.8597, 1.1339], [-0.8522, -2.0878, 1.5061], [0.6052, -1.1142, 1.8945], [-0.2496, -2.5036, -1.6543], [1.4032, -2.5000, -1.1622], [0.5949, -1.0771, -2.0670], [2.8075, -0.1691, 1.1839], [3.3005, 1.4361, 0.7879], [3.8055, 0.1341, -0.2924], [-2.0284, -1.4453, -0.7755], [-1.9189, 2.3427, 0.5698], [1.5003, 2.6570, -0.5594], [0.1095, 3.7383, -0.1264], [-3.9210, -0.4180, -0.1796], [-4.0077, 1.1466, 0.1567]], "forces_ev_per_angstrom": [[-4.50, 2.87, 1.63], [-1.27, 0.53, -0.46], [1.27, 2.42, -1.20], [-1.92, -2.13, -0.21], [1.62, 0.08, -1.19], [1.82, -1.48, -1.46], [-1.85, -3.80, -2.47], [3.67, -4.38, -0.42], [-1.44, -0.11, 0.38], [2.61, 2.84, -0.95], [0.41, 0.94, 0.56], [-1.14, -0.25, 0.23], [1.27, 1.00, 0.08], [-0.11, 0.63, 1.00], [0.69, 0.05, 1.42], [-0.95, -0.72, -0.18], [-1.14, 1.44, 0.32], [0.22, -0.59, 0.29], [-0.35, -0.75, 0.39], [-0.15, 1.35, 0.22], [-0.60, 0.21, 0.87], [1.65, 2.08, 1.36], [0.74, -0.34, 0.02], [-1.13, 0.90, 0.09], [0.64, -2.19, -0.31], [-0.21, -1.59, -0.16], [0.15, 0.99, 0.16]], "spin_multiplicity": 3, "total_charge": 2, "s_squared": 2.012, "e_lumo_ev": [-6.67, -11.30], "homo_lumo_gap_ev": [6.7162, 7.1225]}

# 2
{"formula": "C38H80InO16", "method": "ωB97M-V/def2-TZVPD", "symbols": ["O", "C", "C", "In", "C", "C", "C", "C", "C", "C", "H", "H", "H", "H", "H", "H", "H", "H", "H", "H", "C", "O", "C", "C", "O", "C", "C", "O", "C", "H", "H", "H", "H", "H", "H", "H", "H", "H", "H", "H", "H", "H", "H", "C", "O", "C", "C", "O", "C", "C", "O", "C", "H", "H", "H", "H", "H", "H", "H", "H", "H", "H", "H", "H", "H", "H", "C", "O", "C", "C", "O", "C", "C", "O", "C", "H", "H", "H", "H", "H", "H", "H", "H", "H", "H", "H", "H", "H", "H", "C", "O", "C", "C", "O", "C", "C", "O", "C", "H", "H", "H", "H", "H", "H", "H", "H", "H", "H", "H", "H", "H", "H", "C", "O", "C", "C", "O", "C", "C", "O", "C", "H", "H", "H", "H", "H", "H", "H", "H", "H", "H", "H", "H", "H", "H"], "positions_angstrom": [[-0.2381, -5.1920, 4.6745], [-0.4494, -4.0050, 4.5146], [0.7090, -2.9510, 4.2372], [-0.0905, -0.8074, 4.4362], [-1.9178, -3.4230, 4.5442], [-2.5341, -3.1791, 3.2551], [-3.8846, -2.6052, 3.2539], [-4.5066, -2.3164, 4.5246], [-3.8869, -2.5777, 5.8251], [-2.5508, -3.1368, 5.8231], [1.0018, -3.1556, 3.1656], [1.5609, -3.1191, 4.9447], [1.1764, 0.4345, 4.2074], [-0.9352, -0.6358, 6.0333], [-1.3641, -0.4558, 3.1934], [-1.9710, -3.4358, 2.3315], [-4.3361, -2.4019, 2.2599], [-5.5311, -1.8835, 4.5130], [-4.3864, -2.3466, 6.7917], [-1.9547, -3.3718, 6.7348], [7.2054, -7.3548, 4.6107], [6.0002, -7.6209, 5.2942], [5.8887, -6.8976, 6.5128], [4.4357, -6.5703, 6.8197], [3.9021, -5.5200, 6.0228], [3.6300, -5.8268, 4.6549], [2.4489, -6.7612, 4.4574], [2.8226, -8.1086, 4.7457], [1.7358, -8.8800, 5.2104], [8.0616, -7.7376, 5.1755], [7.1631, -7.8544, 3.6425], [7.3203, -6.2790, 4.4339], [6.4662, -5.9676, 6.4687], [6.2949, -7.5330, 7.3105], [4.3901, -6.2021, 7.8489], [3.8044, -7.4588, 6.7771], [4.5252, -6.1917, 4.1485], [3.3759, -4.8692, 4.1925], [2.1232, -6.7250, 3.4115], [1.6242, -6.4403, 5.0987], [1.2834, -8.4180, 6.0944], [2.1167, -9.8618, 5.4958], [0.9855, -9.0018, 4.4231], [-2.9987, 5.7781, 2.3694], [-1.9714, 5.9513, 3.3229], [-2.0651, 5.0254, 4.3988], [-0.6864, 4.6830, 4.9388], [0.0532, 3.8061, 4.0973], [0.5648, 4.3611, 2.8917], [1.7043, 5.3454, 3.1021], [1.2076, 6.6075, 3.5366], [2.1346, 7.3077, 4.3371], [-3.9710, 6.0357, 2.8012], [-2.7949, 6.4386, 1.5260], [-3.0106, 4.7473, 1.9978], [-2.5644, 4.1051, 4.0784], [-2.6605, 5.4978, 5.1908], [-0.8235, 4.1369, 5.8762], [-0.1118, 5.5785, 5.1805], [-0.2337, 4.7899, 2.2849], [0.9601, 3.5089, 2.3323], [2.2294, 5.5067, 2.1525], [2.4070, 4.9313, 3.8350], [2.4317, 6.7049, 5.2021], [1.6483, 8.2124, 4.7034], [3.0162, 7.5873, 3.7506], [-5.7466, 9.8735, -3.4997], [-4.6887, 8.9387, -3.4871], [-3.9450, 8.9674, -2.2755], [-3.3942, 7.5900, -1.9449], [-4.3742, 6.6816, -1.4492], [-5.3110, 6.1741, -2.3965], [-4.7063, 5.1975, -3.3921], [-3.9768, 5.8877, -4.3979], [-2.9146, 5.1117, -4.9174], [-5.3571, 10.8962, -3.5020], [-6.3312, 9.7113, -4.4055], [-6.4062, 9.7229, -2.6371], [-4.5669, 9.3166, -1.4441], [-3.1122, 9.6674, -2.4169], [-2.6736, 7.7079, -1.1308], [-2.8479, 7.1614, -2.7856], [-5.8460, 6.9835, -2.8941], [-6.0501, 5.6285, -1.8034], [-5.5080, 4.6388, -3.8901], [-4.0576, 4.4940, -2.8566], [-2.2413, 4.7933, -4.1141], [-2.3474, 5.7344, -5.6094], [-3.3019, 4.2407, -5.4547], [4.3806, -4.2774, 0.7057], [3.4261, -4.7714, -0.2124], [2.1068, -4.7737, 0.3202], [1.0817, -4.5474, -0.7786], [1.0139, -3.1977, -1.2351], [2.0966, -2.7359, -2.0362], [2.1365, -3.3464, -3.4284], [2.6604, -4.6674, -3.3833], [2.1531, -5.4875, -4.4141], [4.4839, -4.9573, 1.5570], [5.3386, -4.2010, 0.1901], [4.1005, -3.2769, 1.0543], [1.9934, -3.9990, 1.0857], [1.9394, -5.7555, 0.7796], [0.0945, -4.7590, -0.3588], [1.2225, -5.2389, -1.6103], [3.0482, -2.8507, -1.5164], [1.9288, -1.6609, -2.1496], [2.7968, -2.7508, -4.0710], [1.1248, -3.3438, -3.8527], [1.0585, -5.5184, -4.3805], [2.5272, -6.4991, -4.2548], [2.4913, -5.1303, -5.3923], [1.4862, 0.8994, -5.7600], [0.5209, 0.4001, -6.6640], [-0.7963, 0.4285, -6.1305], [-1.8217, 0.6441, -7.2315], [-1.8734, 1.9843, -7.7192], [-0.7812, 2.4060, -8.5326], [-0.7512, 1.7569, -9.9070], [-0.2504, 0.4292, -9.8235], [-0.7708, -0.4118, -10.8319], [1.5821, 0.2372, -4.8946], [2.4430, 0.9497, -6.2800], [1.2225, 1.9118, -5.4330], [-0.8972, 1.2220, -5.3821], [-0.9780, -0.5404, -5.6498], [-2.8105, 0.4556, -6.8045], [-1.6931, -0.0677, -8.0474], [0.1679, 2.2890, -8.0089], [-0.9301, 3.4801, -8.6752], [-0.0804, 2.3227, -10.5649], [-1.7622, 1.7652, -10.3324], [-1.8657, -0.4230, -10.7992], [-0.4143, -1.4244, -10.6431], [-0.4254, -0.0887, -11.8190]], "forces_ev_per_angstrom": [[-0.48, 0.53, 0.11], [0.53, 1.24, -0.05], [-1.27, -0.60, -0.05], [-0.26, 0.45, -0.05], [-0.30, -0.16, -0.40], [-1.46, 0.49, 2.36], [2.00, -0.83, 1.46], [0.59, -0.40, 0.18], [1.49, -0.59, -2.01], [-0.80, 0.14, -1.94], [-0.01, 0.24, 1.01], [-0.63, -0.23, -0.75], [0.07, -0.28, 0.08], [0.37, -0.09, -0.23], [0.33, -0.16, 0.13], [-0.61, 0.39, 0.76], [0.03, -0.03, 1.08], [0.87, -0.32, 0.03], [0.31, -0.13, -1.04], [-0.80, 0.38, -0.73], [-0.26, -0.10, 0.08], [0.10, 0.25, -0.17], [-0.26, -0.37, -0.08], [-0.01, 0.25, 0.01], [0.18, -0.24, -0.01], [-0.23, 0.13, -0.08], [0.36, -0.18, 0.06], [0.04, -0.12, 0.28], [0.28, 0.10, -0.13], [0.15, 0.09, -0.04], [-0.04, -0.06, 0.09], [0.12, 0.00, 0.05], [-0.02, 0.02, -0.03], [0.03, 0.15, 0.18], [0.06, 0.08, -0.05], [0.14, -0.12, -0.18], [-0.03, -0.23, 0.04], [-0.11, -0.01, 0.14], [-0.14, 0.23, 0.01], [0.03, 0.03, -0.13], [-0.16, 0.02, -0.06], [0.05, 0.03, -0.09], [-0.17, 0.00, 0.10], [0.23, 0.08, 0.11], [-0.02, -0.17, -0.23], [0.23, 0.34, 0.05], [-0.05, -0.28, -0.01], [-0.03, 0.38, -0.03], [0.14, -0.27, 0.08], [-0.36, 0.16, -0.16], [0.09, 0.01, 0.31], [-0.27, -0.07, -0.21], [-0.13, -0.09, -0.09], [-0.01, 0.05, 0.09], [-0.14, 0.00, 0.03], [0.05, -0.02, -0.01], [-0.05, -0.18, 0.14], [-0.03, -0.11, -0.10], [-0.12, 0.15, -0.16], [0.07, 0.25, 0.06], [0.04, -0.03, 0.15], [0.13, -0.19, -0.03], [-0.05, -0.01, -0.01], [0.14, 0.00, -0.01], [-0.01, -0.02, -0.10], [0.15, 0.01, 0.11], [0.18, -0.18, -0.07], [-0.30, -0.05, 0.15], [0.16, -0.17, -0.38], [-0.02, 0.04, 0.23], [0.00, 0.11, -0.21], [0.03, -0.20, 0.16], [-0.12, 0.35, -0.23], [0.28, 0.00, 0.18], [-0.20, 0.16, -0.03], [-0.12, 0.11, 0.07], [0.12, 0.00, -0.02], [0.01, 0.13, 0.03], [-0.02, -0.03, 0.00], [0.07, 0.03, 0.24], [-0.10, 0.02, 0.05], [-0.14, 0.11, -0.16], [0.15, -0.01, -0.21], [0.12, -0.04, 0.05], [-0.08, -0.16, 0.18], [-0.03, 0.03, 0.01], [0.00, -0.13, -0.02], [-0.11, 0.01, -0.01], [0.15, -0.12, 0.00], [-0.11, -0.08, -0.16], [0.07, 0.33, -0.02], [0.11, -0.22, -0.29], [-0.09, 0.09, 0.20], [0.17, -0.14, -0.15], [-0.22, 0.10, -0.01], [0.36, -0.14, 0.25], [-0.30, -0.14, -0.03], [0.20, 0.10, 0.22], [0.04, 0.09, 0.14], [-0.06, -0.11, -0.03], [0.00, -0.06, 0.14], [-0.01, 0.01, -0.01], [-0.22, 0.05, 0.13], [0.04, 0.12, 0.06], [0.23, -0.01, 0.02], [0.06, -0.21, -0.13], [-0.10, -0.05, -0.01], [-0.13, 0.20, -0.06], [0.01, 0.00, 0.03], [-0.03, 0.04, -0.13], [0.07, 0.08, 0.01], [-0.12, -0.04, -0.12], [-0.09, -0.12, -0.17], [0.02, 0.35, 0.00], [0.13, -0.27, -0.33], [-0.12, 0.09, 0.19], [0.19, -0.15, -0.07], [-0.20, 0.16, -0.06], [0.35, -0.16, 0.23], [-0.31, -0.12, 0.00], [0.20, 0.09, 0.20], [0.05, 0.10, 0.13], [-0.06, -0.10, -0.02], [0.01, -0.04, 0.13], [0.00, 0.02, -0.01], [-0.21, 0.06, 0.14], [0.04, 0.11, 0.05], [0.24, 0.00, 0.03], [0.05, -0.23, -0.12], [-0.11, -0.05, -0.03], [-0.13, 0.20, -0.05], [0.01, 0.00, 0.03], [-0.03, 0.03, -0.12], [0.07, 0.08, 0.01], [-0.12, -0.05, -0.11]], "spin_multiplicity": 1, "total_charge": -1, "e_lumo_ev": 1.95, "homo_lumo_gap_ev": 6.6181}

| no. | total energy (eV) |
| --- | --- |
| 1 | -15940.229 |
| 2 | -78625.826 |